Version i
C2H10N4 | ωB97M-V/def2-TZVPD

total charge: 0
HOMO-LUMO gap: 10.26 eV
lowest unoccupied orbital energy: 0.931 eV
SMILES: [H]/N=C/N.NCN

Each line ends with the Löwdin charge.
Element x y z (Å)
1 N -1.26029 -1.14054 0.84141  -0.025
2 C -1.75337 0.05357 1.57681  -0.387
3 N -1.12561 1.28440 1.15686  -0.007
4 H -1.83836 -1.93194 1.14292  0.054
5 H -0.38921 -1.43479 1.29516  0.048
6 H -2.81204 0.14303 1.32289  0.101
7 H -1.70477 -0.10362 2.64586  0.092
8 H -1.27280 1.36992 0.15788  0.043
9 H -0.11565 1.19697 1.20101  0.041
10 N 2.24565 -0.53984 -0.96881  0.057
11 C 1.66368 0.22790 -1.97268  -0.373
12 N 0.82087 1.13572 -1.67201  0.061
13 H 2.51646 -1.45822 -1.29115  0.076
14 H 2.21002 -0.42086 0.01784  0.071
15 H 2.10513 -0.06591 -2.92492  0.113
16 H 0.71028 1.68419 -2.52908  0.037



Version ii
C2H10N4 | ωB97M-V/def2-TZVPD

total charge: 0
HOMO-LUMO gap: 8.50 eV
lowest unoccupied orbital energy: 1.028 eV
SMILES: C=CN.NNN

Each line ends with the Löwdin charge.
Element x y z (Å)
1 C -0.64855 0.92120 -1.21130  -0.296
2 C -0.88645 -0.40512 -1.47046  -0.090
3 N 1.10751 -0.73464 0.45617  -0.323
4 N 1.63290 0.46293 0.98857  -0.065
5 N 0.57727 -1.60405 1.46240  -0.031
6 N -1.41628 1.71405 -0.41327  0.076
7 H 0.23231 1.39440 -1.62426  0.114
8 H 0.99871 0.85286 1.69225  0.047
9 H -0.37944 -1.82835 1.18117  0.046
10 H 2.48189 0.21746 1.50055  0.052
11 H 1.13434 -2.45853 1.46119  0.053
12 H -2.14345 1.25990 0.11846  0.097
13 H -0.97946 2.51091 0.02134  0.092
14 H -1.83704 -0.82285 -1.15956  0.058
15 H -0.48014 -0.84115 -2.37078  0.057
16 H 0.60588 -0.63901 -0.63248  0.113



In order of decreasing stability: version i, version ii.



Version i
C6H11N2OS | ωB97M-V/def2-TZVPD

total charge: +1
HOMO-LUMO gap (spin up / spin down): 8.37 / 8.37 eV
lowest unoccupied orbital energy (spin up / spin down): -3.574 / -3.574 eV

Each line ends with the Löwdin charge.
Element x y z (Å)
1 C 2.27687 -1.09636 -0.95711  -0.171
2 C 0.38218 -0.57625 -1.87773  0.003
3 C 3.14054 2.61705 -0.48877  -0.457
4 C 0.24133 -1.02100 -0.58650  -0.277
5 C -1.80465 -2.44108 -0.06129  0.022
6 C -0.94600 -0.78821 1.47055  -0.052
7 N 1.43080 -1.27484 0.01206  0.181
8 N -1.13868 -1.13908 0.08373  -0.142
9 O 1.75925 -0.57908 -2.03655  0.038
10 S 1.53601 2.52571 -0.95026  0.603
11 H 3.33811 -1.04912 -0.90795  0.151
12 H -0.24974 -0.24122 -2.65532  0.134
13 H 3.65276 3.55859 -0.66856  0.005
14 H 3.53579 1.86005 0.16669  -0.007
15 H -1.11023 -3.11910 -0.49761  0.109
16 H -2.23270 -2.76746 0.79607  0.070
17 H -2.61861 -2.33274 -0.79267  0.124
18 H -1.85285 -0.46577 2.14764  0.155
19 H -0.41997 -1.66805 1.93095  0.123
20 H -0.15189 0.06562 1.48113  0.132
21 H -1.78712 -0.37138 -0.43892  0.257



Version ii
C6H11N2OS | ωB97M-V/def2-TZVPD

total charge: +1
HOMO-LUMO gap: 8.09 eV
lowest unoccupied orbital energy: -3.345 eV

Each line ends with the Löwdin charge.
Element x y z (Å)
1 C 0.47936 0.30887 -0.78459  -0.011
2 C 0.03572 2.06333 1.88624  -0.416
3 C -0.51870 -0.45540 1.34346  -0.720
4 C 0.62349 3.18851 2.65637  -0.214
5 C 1.23965 0.98055 -3.14195  -0.083
6 C 1.21954 0.82900 -1.67496  -0.118
7 N -0.17871 -0.15485 0.15415  0.148
8 N -2.79050 -3.13671 0.52664  0.196
9 O -1.42569 -1.18696 1.73743  -0.046
10 S 0.17852 0.62386 2.62878  1.065
11 H -0.10166 3.94886 2.93786  0.091
12 H 1.15081 3.80880 1.95890  0.075
13 H 1.05224 2.80741 3.55779  0.043
14 H 0.23371 1.15881 -3.53615  0.085
15 H 1.74843 1.92750 -3.42727  0.092
16 H 1.78748 0.16884 -3.68796  0.102
17 H 1.97897 1.46885 -1.16961  0.155
18 H -2.14383 -3.71095 -0.00342  0.114
19 H -3.36792 -2.75398 -0.30673  0.172
20 H -2.14093 -2.24958 0.99125  0.114
21 H -3.34755 -3.60626 1.28465  0.155



In order of decreasing stability: version i, version ii.



Version i
C2H4F2S2 | ωB97M-V/def2-TZVPD

total charge: 0
HOMO-LUMO gap (spin up / spin down): 7.42 / 7.94 eV
lowest unoccupied orbital energy (spin up / spin down): -1.221 / -0.611 eV

Each line ends with the Löwdin charge.
Element x y z (Å)
1 C -0.29065 -0.75506 -0.12305  -0.029
2 C -0.85693 0.49584 0.34244  -0.603
3 F -1.34900 0.29183 1.52085  0.084
4 F 0.03341 1.52330 0.29644  0.002
5 S 3.02846 0.75841 -0.44695  0.267
6 S 2.20921 -0.54342 0.68483  0.204
7 H -0.24329 -1.66508 0.45427  0.047
8 H -0.34765 -0.69634 -1.26327  0.104
9 H -1.85622 0.75022 -0.25557  0.185
10 H 2.48346 1.81084 -0.07106  -0.260



Version ii
C2H4F2S2 | ωB97M-V/def2-TZVPD

total charge: 0
HOMO-LUMO gap (spin up / spin down): 7.71 / 8.22 eV
lowest unoccupied orbital energy (spin up / spin down): -1.661 / -0.646 eV

Each line ends with the Löwdin charge.
Element x y z (Å)
1 C 0.86302 0.70848 -0.81193  0.060
2 C 1.25614 -0.45240 0.02781  -0.425
3 F 0.42798 -1.56836 -0.32968  -0.059
4 F 2.52765 -0.84995 -0.26245  0.042
5 S -2.83501 -0.37310 0.52654  0.204
6 S -1.96053 1.22138 0.00212  0.115
7 H 0.46722 1.60262 -0.30438  -0.001
8 H 1.03329 0.57197 -1.85911  0.067
9 H 0.97045 -0.41513 1.11637  0.158
10 H -2.75021 -0.44550 1.89472  -0.159



In order of decreasing stability: version ii, version i.